1.
This record from the OMol25 dataset describes a 3-piece molecular cluster, C12H28O5PS2 overall. The level of theory is ωB97M-V/def2-TZVPD.

Geometry as XYZ:
```
48
Properties=species:S:1:pos:R:3:forces:R:3
S -3.760 -5.898 -1.280 1.22 -1.57 -0.49
S -5.838 -3.217 -0.631 0.57 -1.65 0.46
P -5.391 -5.067 -0.084 -2.41 3.67 0.20
O 1.932 1.381 -1.593 -0.54 -0.73 -0.12
O 0.726 3.976 3.151 -0.37 0.30 -0.37
O -0.913 -1.839 0.435 0.12 -1.29 -2.28
O -0.031 0.678 -2.414 2.08 1.06 -0.11
O 0.854 4.366 0.948 0.09 -1.20 1.96
C 0.647 3.093 4.286 0.23 -0.08 0.12
C -1.428 -0.821 -0.493 -1.32 1.71 -0.19
C 1.196 2.163 -3.804 0.32 -0.34 -0.61
C 3.214 3.449 -1.491 -0.11 0.10 0.01
C -1.909 -3.769 -1.044 -0.08 -0.07 -0.65
C -2.097 -5.335 -0.593 1.99 1.28 -0.50
C 2.025 2.835 4.865 0.18 -0.02 -0.09
C 3.244 1.954 -1.745 0.24 0.47 -0.02
C 0.999 1.332 -2.570 -1.15 -0.35 0.15
C 0.971 3.576 1.884 0.06 1.16 -1.19
C 1.479 2.183 1.648 -0.57 -0.58 -0.18
C -0.622 -3.116 -0.237 0.41 -0.74 0.80
H 4.222 3.869 -1.549 -0.09 -0.09 -0.02
H -1.353 -1.098 -1.628 -0.03 0.33 2.31
H -0.899 0.242 -0.380 -0.85 -2.81 -0.02
H -1.272 -6.029 -1.099 -2.04 1.33 0.99
H 3.676 1.699 -2.717 -0.18 0.01 0.04
H 1.955 2.212 5.761 -0.01 0.08 -0.09
H 2.676 2.333 4.145 -0.10 -0.06 0.08
H -1.980 -5.475 0.564 -0.94 0.11 -2.15
H 0.371 -3.081 -0.899 -2.37 0.18 1.12
H 0.035 3.607 5.035 0.06 0.11 -0.36
H -3.876 -5.334 -2.584 0.05 0.04 1.81
H 2.570 2.196 1.630 -0.05 -0.02 0.03
H 3.879 1.476 -0.991 -0.35 -0.13 -0.09
H -2.566 -0.618 -0.198 2.27 -0.61 -0.77
H 0.116 2.171 4.033 0.12 0.07 -0.10
H 0.702 3.126 -3.672 0.05 -0.06 0.02
H 2.801 3.660 -0.500 0.06 -0.02 -0.16
H 1.105 1.839 0.678 0.28 0.22 0.10
H 2.580 3.967 -2.215 0.12 -0.04 0.03
H -1.754 -3.758 -2.226 -0.22 -0.02 2.54
H 2.242 2.316 -4.067 -0.06 0.20 0.16
H 2.512 3.778 5.129 -0.16 -0.10 0.03
H -2.925 -3.201 -0.858 2.21 -0.95 -0.05
H 0.743 1.638 -4.651 -0.14 0.18 0.28
H -0.369 -3.895 0.632 -0.50 1.85 -1.65
H -5.059 -5.125 1.346 0.28 -0.76 -1.35
H 1.129 1.459 2.382 0.22 0.08 0.12
H -6.557 -5.896 -0.338 1.38 -0.23 0.24
```
Positions in Å, forces in eV/Å.

Charge: +1
Gap between HOMO and LUMO: 0.2520 hartree
Highest occupied orbital energy: -0.427 hartree
Strongest force on any atom: 4.39 eV/Å

natural (NBO) atomic charges, in units of e: number 1, S, carries 0.23; number 2, S, carries -0.40; number 3, P, carries 0.58; number 4, O, carries -0.52; number 5, O, carries -0.50; number 6, O, carries -0.55; number 7, O, carries -0.62; number 8, O, carries -0.59; number 9, C, carries -0.07; number 10, C, carries -0.30; number 11, C, carries -0.75; number 12, C, carries -0.64; number 13, C, carries -0.48; number 14, C, carries -0.52; number 15, C, carries -0.64; number 16, C, carries -0.07; number 17, C, carries 0.82; number 18, C, carries 0.80; number 19, C, carries -0.76; number 20, C, carries -0.07; number 21, H, carries 0.22; number 22, H, carries 0.20; number 23, H, carries 0.24; number 24, H, carries 0.28; number 25, H, carries 0.18; number 26, H, carries 0.22; number 27, H, carries 0.21; number 28, H, carries 0.29; number 29, H, carries 0.21; number 30, H, carries 0.20; number 31, H, carries 0.26; number 32, H, carries 0.24; number 33, H, carries 0.20; number 34, H, carries 0.18; number 35, H, carries 0.18; number 36, H, carries 0.26; number 37, H, carries 0.24; number 38, H, carries 0.26; number 39, H, carries 0.21; number 40, H, carries 0.23; number 41, H, carries 0.22; number 42, H, carries 0.23; number 43, H, carries 0.26; number 44, H, carries 0.25; number 45, H, carries 0.18; number 46, H, carries 0.09; number 47, H, carries 0.22; number 48, H, carries 0.08

=====

2.
This record from the OMol25 dataset describes C25H24AsCrNP2S4 as an isolated structure. The level of theory is ωB97M-V/def2-TZVPD.

Geometry as XYZ:
```
58
Properties=species:S:1:pos:R:3:forces:R:3
As 2.762 -2.583 3.304 1.26 -1.09 1.02
Cr 1.038 -1.543 0.953 0.51 -1.34 2.91
S 3.577 -1.375 4.746 -0.60 -0.20 -0.79
S 0.330 -1.831 2.902 0.32 0.64 -3.01
S 2.694 -4.636 3.187 -0.18 1.10 -0.20
S 3.173 -1.654 1.155 -1.64 0.38 -0.60
P 1.027 0.821 0.681 -0.45 0.50 -0.47
P -1.059 -0.717 -0.023 -0.36 1.01 -0.10
N -0.679 0.888 0.527 0.25 -0.55 0.51
C -1.710 -1.714 -2.472 0.04 0.12 0.15
C -1.901 -0.454 -4.498 0.03 0.03 0.06
C -4.205 -2.799 1.535 -0.03 -0.01 0.03
C -1.567 0.709 -3.820 -0.04 -0.01 -0.05
C 3.572 3.208 2.703 0.03 0.01 0.03
C 3.005 3.271 3.968 -0.02 0.00 -0.11
C -2.909 -2.443 1.200 0.13 0.08 -0.02
C -1.980 -1.665 -3.824 0.01 -0.09 -0.08
C 2.940 2.506 1.694 -0.14 -0.06 -0.14
C 1.630 2.640 -1.337 -0.10 -0.10 0.11
C -4.988 -0.624 0.871 -0.01 0.19 0.02
C 1.136 1.959 3.227 -0.06 -0.01 -0.18
C 2.463 1.981 -3.490 -0.04 -0.17 0.05
C -2.666 -1.177 0.675 0.52 -0.17 0.01
C 1.989 0.299 -1.849 0.00 -0.02 0.33
C -3.705 -0.259 0.507 0.13 -0.03 -0.02
C -5.241 -1.893 1.371 0.09 -0.05 -0.05
C 1.604 1.298 -0.957 0.37 -0.35 0.40
C 1.704 1.900 1.950 -0.04 -0.53 -0.19
C -1.370 -0.541 -1.790 0.26 -0.42 0.14
C 2.418 0.646 -3.116 0.00 -0.07 -0.13
C 0.656 -3.250 -0.160 -0.09 -0.19 -0.01
C 2.064 2.973 -2.607 -0.06 0.08 0.04
C 1.788 2.653 4.228 -0.06 -0.03 -0.02
C -1.299 0.675 -2.463 0.03 -0.08 0.25
H -2.101 -3.146 1.348 0.03 -0.07 -0.02
H -0.378 -3.576 -0.255 -0.10 0.26 0.15
H 2.808 2.236 -4.479 0.04 0.10 -0.10
H -6.247 -2.186 1.627 -0.10 0.03 0.03
H -2.252 -2.566 -4.354 -0.02 -0.04 -0.02
H 4.511 3.703 2.504 0.05 -0.01 0.00
H -2.108 -0.412 -5.556 -0.03 -0.01 -0.12
H -1.268 1.315 1.237 0.04 0.08 -0.11
H -1.782 -2.649 -1.934 -0.06 -0.12 -0.04
H -3.509 0.722 0.092 -0.09 0.01 -0.07
H 1.355 2.706 5.214 -0.06 0.01 0.09
H 1.949 -0.747 -1.539 0.10 0.11 -0.19
H 0.192 1.472 3.432 -0.05 -0.07 0.07
H -4.412 -3.785 1.918 0.01 -0.12 0.08
H -1.054 1.576 -1.920 0.06 0.10 -0.04
H -1.518 1.642 -4.357 -0.01 0.15 -0.02
H 3.517 3.802 4.753 0.03 0.07 0.11
H 1.070 -3.153 -1.170 0.05 0.44 0.14
H 1.209 -4.045 0.358 0.04 0.37 0.23
H 2.722 -0.114 -3.816 0.03 -0.13 -0.06
H 2.096 4.008 -2.908 -0.01 0.12 -0.02
H -5.790 0.091 0.758 -0.08 0.01 -0.02
H 1.304 3.404 -0.645 0.04 0.13 0.02
H 3.397 2.437 0.715 0.01 0.00 0.02
```
Positions in Å, forces in eV/Å.

Charge: +2
Gap between HOMO and LUMO (spin up / spin down): 0.2063 / 0.2004 hartree
Highest occupied orbital energy (spin up / spin down): -0.537 / -0.536 hartree
Strongest force on any atom: 3.25 eV/Å

natural (NBO) atomic charges, in units of e: number 1, As, carries 0.83; number 2, Cr, carries -0.15; number 3, S, carries -0.27; number 4, S, carries 0.17; number 5, S, carries -0.29; number 6, S, carries 0.06; number 7, P, carries 1.49; number 8, P, carries 1.38; number 9, N, carries -1.25; number 10, C, carries -0.21; number 11, C, carries -0.15; number 12, C, carries -0.18; number 13, C, carries -0.20; number 14, C, carries -0.19; number 15, C, carries -0.13; number 16, C, carries -0.22; number 17, C, carries -0.18; number 18, C, carries -0.18; number 19, C, carries -0.12; number 20, C, carries -0.18; number 21, C, carries -0.20; number 22, C, carries -0.15; number 23, C, carries -0.34; number 24, C, carries -0.18; number 25, C, carries -0.20; number 26, C, carries -0.15; number 27, C, carries -0.47; number 28, C, carries -0.37; number 29, C, carries -0.36; number 30, C, carries -0.18; number 31, C, carries -0.73; number 32, C, carries -0.20; number 33, C, carries -0.18; number 34, C, carries -0.20; number 35, H, carries 0.22; number 36, H, carries 0.23; number 37, H, carries 0.25; number 38, H, carries 0.25; number 39, H, carries 0.24; number 40, H, carries 0.25; number 41, H, carries 0.24; number 42, H, carries 0.46; number 43, H, carries 0.22; number 44, H, carries 0.22; number 45, H, carries 0.24; number 46, H, carries 0.19; number 47, H, carries 0.22; number 48, H, carries 0.24; number 49, H, carries 0.23; number 50, H, carries 0.24; number 51, H, carries 0.25; number 52, H, carries 0.25; number 53, H, carries 0.26; number 54, H, carries 0.24; number 55, H, carries 0.25; number 56, H, carries 0.24; number 57, H, carries 0.23; number 58, H, carries 0.24

=====

3.
This record from the OMol25 dataset describes a single C2H6N2 molecule. The level of theory is ωB97M-V/def2-TZVPD.

Geometry as XYZ:
```
10
Properties=species:S:1:pos:R:3:forces:R:3
N -0.552 0.610 -0.460 7.47 -0.77 -1.39
N 2.292 0.021 -0.327 -3.27 2.17 1.25
C -1.739 -0.004 -0.121 -2.80 -1.75 1.94
C 0.592 0.041 -0.101 -0.58 0.42 -0.13
H -2.059 0.611 0.717 -0.83 -0.09 0.25
H -1.794 -1.092 0.260 0.86 1.30 -0.50
H 2.556 -0.465 0.576 -0.36 0.97 -1.36
H 0.549 -0.764 0.617 -0.36 -0.73 -0.02
H -2.561 0.032 -0.868 0.88 0.38 0.02
H 2.717 1.010 -0.293 -1.01 -1.90 -0.09
```
Positions in Å, forces in eV/Å.

SMILES: C/N=C/N
Gap between HOMO and LUMO: 0.3937 hartree
Highest occupied orbital energy: -0.356 hartree
Strongest force on any atom: 7.64 eV/Å

natural (NBO) atomic charges, in units of e: number 1, N, carries -0.45; number 2, N, carries -0.83; number 3, C, carries -0.43; number 4, C, carries 0.29; number 5, H, carries 0.21; number 6, H, carries 0.17; number 7, H, carries 0.36; number 8, H, carries 0.11; number 9, H, carries 0.21; number 10, H, carries 0.37

=====

4.
This record from the OMol25 dataset describes a 2-piece molecular cluster, C7H14Cl2 overall. The level of theory is ωB97M-V/def2-TZVPD.

Geometry as XYZ:
```
23
Properties=species:S:1:pos:R:3:forces:R:3
Cl 3.500 -5.808 0.504 0.00 0.00 0.01
Cl 5.253 -3.669 1.494 -0.01 0.00 0.00
C 3.790 -4.613 1.769 -0.73 0.16 0.96
C -0.287 0.760 -1.744 0.11 0.14 0.22
C -2.334 -0.142 -2.909 -0.28 -0.03 0.00
C -0.241 0.341 -4.230 0.12 0.06 -0.25
C -1.470 -0.560 -4.101 -0.11 -0.14 -0.22
C -1.517 -0.141 -1.615 -0.12 -0.06 0.25
C 0.576 0.342 -2.936 0.28 0.03 0.00
H -2.722 0.879 -3.089 0.05 -0.36 0.06
H 2.922 -3.928 1.824 0.62 -0.39 -0.24
H -3.203 -0.821 -2.811 0.33 0.35 -0.05
H 3.871 -5.131 2.744 0.12 0.23 -0.72
H 0.964 -0.679 -2.757 -0.05 0.36 -0.06
H 1.445 1.021 -3.034 -0.33 -0.35 0.05
H -2.146 0.191 -0.767 0.28 -0.21 -0.33
H -1.183 -1.174 -1.402 -0.15 0.33 0.00
H 0.309 0.728 -0.812 -0.26 0.09 -0.39
H -0.623 1.805 -1.893 0.14 -0.32 0.11
H -2.066 -0.528 -5.034 0.27 -0.09 0.39
H -0.575 1.375 -4.444 0.15 -0.34 0.00
H -1.135 -1.604 -3.952 -0.14 0.32 -0.11
H 0.389 0.009 -5.078 -0.28 0.21 0.33
```
Positions in Å, forces in eV/Å.

SMILES: C1CCCCC1.ClCCl
Gap between HOMO and LUMO: 0.4141 hartree
Highest occupied orbital energy: -0.388 hartree
Strongest force on any atom: 1.21 eV/Å

natural (NBO) atomic charges, in units of e: number 1, Cl, carries -0.02; number 2, Cl, carries -0.02; number 3, C, carries -0.41; number 4, C, carries -0.40; number 5, C, carries -0.40; number 6, C, carries -0.40; number 7, C, carries -0.40; number 8, C, carries -0.40; number 9, C, carries -0.40; number 10, H, carries 0.19; number 11, H, carries 0.22; number 12, H, carries 0.21; number 13, H, carries 0.22; number 14, H, carries 0.19; number 15, H, carries 0.21; number 16, H, carries 0.21; number 17, H, carries 0.19; number 18, H, carries 0.21; number 19, H, carries 0.19; number 20, H, carries 0.21; number 21, H, carries 0.19; number 22, H, carries 0.19; number 23, H, carries 0.21

=====

5.
This record from the OMol25 dataset describes C6H6O6S as an isolated structure. The level of theory is ωB97M-V/def2-TZVPD.

Geometry as XYZ:
```
19
Properties=species:S:1:pos:R:3:forces:R:3
S 1.070 0.488 -0.957 2.65 1.38 3.14
O 0.185 1.684 -2.562 0.78 0.44 0.70
O 2.008 0.164 -2.006 -0.04 -1.17 -0.27
O -1.590 1.874 -3.923 0.70 0.82 -0.14
O -2.853 -1.647 -2.652 0.95 -2.61 0.42
O -4.008 0.209 -2.666 -2.22 1.06 0.38
O 1.199 1.807 -0.325 -0.40 -0.59 0.33
C -0.438 -0.321 -0.635 0.20 0.44 -0.24
C -1.668 0.706 -0.628 4.03 -2.30 0.08
C -0.997 1.491 -2.896 -3.58 -2.68 -1.48
C -1.804 0.493 -2.048 -2.48 1.19 -2.80
C -3.002 -0.455 -2.453 1.83 2.68 -1.26
C 1.879 -0.614 0.485 0.59 -2.26 -2.78
H -1.203 1.686 -0.442 -0.78 -0.26 0.83
H 1.370 -0.729 1.425 -0.45 0.50 0.40
H -0.482 -1.288 -1.222 -0.41 1.04 0.99
H 2.986 -0.415 0.638 -1.27 -0.01 -0.40
H 1.742 -1.665 -0.068 0.71 1.87 1.34
H -2.421 0.222 -0.051 -0.84 0.44 0.76
```
Positions in Å, forces in eV/Å.

Multiplicity: 3
Charge: -2
Expectation value of S²: 2.0109
Gap between HOMO and LUMO (spin up / spin down): 0.1558 / 0.2270 hartree
Highest occupied orbital energy (spin up / spin down): 0.045 / -0.040 hartree
Strongest force on any atom: 4.71 eV/Å

natural (NBO) atomic charges, in units of e: number 1, S, carries 2.12; number 2, O, carries -0.71; number 3, O, carries -0.96; number 4, O, carries -0.73; number 5, O, carries -0.78; number 6, O, carries -0.74; number 7, O, carries -1.01; number 8, C, carries -0.35; number 9, C, carries -0.52; number 10, C, carries 0.71; number 11, C, carries -0.16; number 12, C, carries 0.74; number 13, C, carries -0.87; number 14, H, carries 0.25; number 15, H, carries 0.19; number 16, H, carries 0.24; number 17, H, carries 0.19; number 18, H, carries 0.18; number 19, H, carries 0.22

=====

6.
This record from the OMol25 dataset describes C10H11O3P as an isolated structure. The level of theory is ωB97M-V/def2-TZVPD.

Geometry as XYZ:
```
25
Properties=species:S:1:pos:R:3:forces:R:3
P -0.030 -0.787 2.381 0.57 2.02 -2.77
O -0.628 -0.393 3.664 -0.10 0.11 -0.08
O 0.401 4.362 0.848 -0.19 -0.46 -0.93
O 0.225 2.185 1.341 -0.48 -1.64 0.48
C 0.098 2.555 -0.866 -0.18 -0.37 0.35
C -0.403 0.768 -2.916 -0.42 -0.56 -2.18
C 1.767 -1.106 2.494 0.14 2.03 0.40
C 0.030 3.059 -2.209 0.01 1.80 -0.54
C -0.812 -2.221 1.515 1.11 -1.02 1.04
C -0.062 2.160 -3.216 -1.00 -0.61 1.49
C 0.185 3.077 0.397 0.82 2.99 -0.14
C 0.043 0.959 0.747 -0.19 -3.21 1.83
C -0.027 1.106 -0.619 -0.19 0.32 1.01
C -0.394 0.215 -1.699 0.50 2.38 0.50
H -0.050 4.183 -2.513 0.44 -2.12 1.06
H -0.105 -2.414 0.639 -1.33 -0.12 1.00
H -0.276 2.565 -4.162 0.13 0.04 -1.32
H -0.856 0.139 -3.738 0.74 0.90 0.75
H -0.945 -0.650 -1.530 -0.32 -1.72 0.40
H 2.244 -1.527 1.614 -0.30 -0.74 0.17
H 2.393 -0.166 2.670 -1.35 -0.89 -0.09
H -0.933 -3.144 2.260 0.73 1.98 -1.59
H -1.833 -1.964 1.250 0.08 0.17 -0.42
H 0.174 4.473 1.785 -0.01 -0.49 -0.35
H 1.743 -1.624 3.446 0.77 -0.79 -0.08
```
Positions in Å, forces in eV/Å.

Gap between HOMO and LUMO: 0.2929 hartree
Highest occupied orbital energy: -0.269 hartree
Strongest force on any atom: 3.70 eV/Å

natural (NBO) atomic charges, in units of e: number 1, P, carries 1.87; number 2, O, carries -1.06; number 3, O, carries -0.68; number 4, O, carries -0.43; number 5, C, carries -0.25; number 6, C, carries -0.18; number 7, C, carries -1.03; number 8, C, carries -0.13; number 9, C, carries -1.02; number 10, C, carries -0.27; number 11, C, carries 0.61; number 12, C, carries 0.02; number 13, C, carries -0.15; number 14, C, carries -0.23; number 15, H, carries 0.23; number 16, H, carries 0.25; number 17, H, carries 0.21; number 18, H, carries 0.21; number 19, H, carries 0.21; number 20, H, carries 0.26; number 21, H, carries 0.27; number 22, H, carries 0.27; number 23, H, carries 0.26; number 24, H, carries 0.50; number 25, H, carries 0.25